# 1
Molecular formula: C11H22N9O6
Method: DFT, wB97M-V/def2-TZVPD

Geometry as XYZ:
```
48
Properties=species:S:1:pos:R:3:forces:R:3
O 14.808468 9.918552 -7.671014 0.2 -0.1 0.0
O 17.896363 6.023654 -9.703802 0.0 0.3 -0.3
O 17.464142 0.922758 -13.958669 -0.1 -0.2 -0.1
O 17.021796 4.248944 -10.567715 -0.2 0.2 0.1
O 15.799360 5.636363 -9.440065 -0.1 -0.3 0.1
O 18.899638 5.184068 -6.873624 0.1 -0.1 0.1
N 16.915273 5.316244 -9.908150 0.3 -0.2 0.0
N 15.516765 2.322981 -8.886289 0.1 0.5 0.3
N 18.167439 2.629647 -12.627356 -0.2 0.2 0.0
N 16.759468 5.792405 -6.368950 -0.1 0.1 0.5
N 16.492920 8.569342 -8.421852 -0.6 -0.2 -0.1
N 15.941698 2.108145 -12.725772 0.2 0.4 0.3
N 16.448122 6.570003 -12.972068 -0.4 0.8 -0.1
N 18.438081 5.927509 -4.789099 0.3 0.0 0.4
N 14.312169 7.827214 -8.385011 0.1 0.1 0.2
C 15.082817 7.270139 -14.567676 -0.3 -0.1 -0.4
C 15.422327 0.996711 -9.154106 -0.2 -0.3 -0.1
C 15.619218 7.597501 -13.357915 0.5 -0.1 0.3
C 14.264924 1.449145 -7.293418 0.1 -0.3 0.5
C 16.440993 5.600375 -13.930824 0.2 -0.3 0.5
C 17.213192 1.810191 -13.160201 0.1 -0.1 0.0
C 14.840596 2.616070 -7.734513 -0.4 -0.3 -0.3
C 15.593171 5.991252 -14.932982 0.2 0.0 0.2
C 18.091962 5.618054 -6.076869 -0.6 -0.1 -0.7
C 15.187348 8.842680 -8.133011 -0.1 0.5 0.1
C 14.638457 0.413626 -8.182719 0.4 0.1 -0.3
H 16.743718 7.681339 -8.833203 0.4 0.1 0.1
H 16.419286 5.729316 -7.316151 0.4 0.0 -0.2
H 17.000560 6.621321 -12.133796 0.1 -0.4 0.0
H 13.344148 8.060342 -8.279809 0.0 -0.1 -0.1
H 16.211481 6.373379 -5.757795 0.0 0.0 -0.1
H 15.890629 0.575927 -10.029402 0.1 0.0 0.1
H 13.717925 1.288654 -6.376294 -0.1 0.3 -0.1
H 17.174618 9.262154 -8.185620 0.1 0.0 0.0
H 15.391067 5.398121 -15.807825 -0.1 0.1 -0.1
H 19.404291 5.798113 -4.556691 0.0 0.0 0.0
H 19.129579 2.511749 -12.876097 0.0 -0.2 -0.2
H 14.414994 -0.637733 -8.114753 -0.1 0.0 0.0
H 17.839967 6.368254 -4.117416 -0.1 0.0 -0.1
H 15.876017 2.748095 -11.945906 -0.2 -0.1 -0.1
H 15.543175 8.479326 -12.744318 -0.2 0.0 0.0
H 17.912466 3.360750 -11.977950 0.2 -0.1 0.1
H 16.995341 4.692970 -13.755398 0.0 0.0 -0.3
H 16.052363 3.004005 -9.416974 -0.1 -0.1 -0.1
H 14.383492 7.862028 -15.136898 0.0 0.0 0.0
H 14.736730 3.626419 -7.384543 0.2 0.1 0.1
H 15.216855 1.422949 -12.822181 0.1 -0.1 -0.1
H 14.622127 6.989857 -8.848732 -0.1 0.0 -0.1
```
Positions in Å, forces in eV/Å.

Charge: -1
E in eV: -37462.625

=====

# 2
Molecular formula: C11H22NO
Method: DFT, wB97M-V/def2-TZVPD

Geometry as XYZ:
```
35
Properties=species:S:1:pos:R:3:forces:R:3
O -0.864067 -2.115997 0.648544 -0.7 -0.2 -0.5
N -0.838561 -0.816183 0.783257 1.7 1.6 0.5
C -3.223370 -0.375665 1.038479 1.7 4.4 -0.6
C 2.942367 -1.864327 -0.618231 -2.4 0.2 2.0
C -2.370732 -0.614260 -1.315322 3.1 0.3 1.3
C -0.588242 2.080662 -0.491180 0.6 -2.7 -3.5
C 2.789372 1.190845 1.202357 0.3 -1.3 -1.1
C -1.971662 -0.092467 0.136771 -0.6 0.3 -0.4
C 0.875258 -0.130827 0.021582 -1.1 -0.8 0.8
C 0.373725 0.901178 -0.972230 1.3 0.7 -0.6
C -1.815408 1.503504 0.144494 1.3 -2.4 2.4
C 1.561424 0.225741 1.316194 0.4 -0.2 0.3
C 1.434599 -1.372777 -0.597598 -0.4 -1.6 0.9
H 2.629124 1.856349 0.252591 0.4 -0.7 2.2
H -2.683257 1.775026 -0.320813 -2.5 1.2 -1.1
H -2.369017 0.302433 -1.905478 0.2 -0.5 -0.8
H -1.583539 -1.420287 -1.498771 -0.9 1.1 -0.4
H -4.007094 -0.218285 0.335904 -1.4 0.0 0.3
H 0.949927 0.817635 1.936979 -1.7 0.0 0.9
H 3.438189 -1.215062 -1.309337 1.0 -0.2 -0.4
H 1.773541 -0.800015 1.834093 -0.1 2.0 -0.6
H 0.763806 -2.261739 -0.260038 0.7 1.1 0.7
H 1.259734 1.463509 -1.521815 -1.3 -1.1 0.6
H -3.200756 0.334649 1.920967 -0.4 -0.9 -0.9
H 1.091764 -1.443865 -1.582717 -0.2 0.4 -2.2
H -0.143144 2.751335 0.129539 1.8 1.6 2.1
H 3.508026 0.406185 0.907541 0.9 1.1 0.1
H -0.143445 0.206856 -1.707890 0.5 1.6 0.4
H 3.080999 1.680174 2.211369 -0.5 -0.5 -2.0
H 3.367883 -1.873154 0.417198 0.0 0.4 -0.9
H -3.309692 -1.070760 -1.371323 -1.5 -0.7 0.1
H -3.014590 -1.315618 1.298978 -0.2 -4.0 1.3
H 2.806577 -2.925421 -0.854949 0.7 0.3 -0.6
H -1.894725 1.754872 1.248516 0.3 0.1 -1.3
H -0.625013 2.675763 -1.457663 -1.1 -0.6 0.9
```
Positions in Å, forces in eV/Å.

Charge: -1
E in eV: -15296.259

=====

# 3
Molecular formula: C11H22NO2
Method: DFT, wB97M-V/def2-TZVPD

Geometry as XYZ:
```
36
Properties=species:S:1:pos:R:3:forces:R:3
O -3.335676 -0.108264 -1.140569 0.6 0.4 0.6
O 1.153306 1.261658 -1.282076 -0.2 0.0 -0.4
N -2.484518 0.404216 -0.486054 -1.8 -0.7 -1.2
C -1.451667 -2.814383 -0.539443 0.2 0.1 0.0
C 2.764882 -0.558538 -1.111203 -0.3 0.0 0.0
C -1.149843 0.408854 -0.197808 0.2 1.2 1.3
C 2.955250 1.494156 0.283415 -0.3 -0.3 -0.2
C -2.333440 2.857352 0.152946 -0.2 0.1 -0.3
C -0.929084 -1.095101 1.785683 0.2 0.0 -0.1
C -2.284720 1.398583 0.505042 1.7 -0.4 -0.2
C -0.234244 -1.889037 -0.527874 -0.2 -0.1 0.0
C 1.968023 0.513153 -0.372073 0.7 -0.1 0.6
C 1.076761 -0.068310 0.758444 -0.1 0.4 -0.5
C -0.299780 -0.697839 0.449129 -0.3 -0.3 0.2
H -1.742362 3.070995 -0.734262 0.0 0.0 -0.1
H 3.499140 1.002879 1.084441 0.1 0.0 0.1
H 0.638518 -2.487092 -0.263880 0.1 0.1 -0.1
H 1.683718 -0.812756 1.273876 -0.1 -0.1 0.1
H -0.913830 -0.270313 2.495272 0.0 0.1 0.0
H 2.421338 2.348473 0.691267 -0.1 0.1 0.1
H -0.349683 -1.906288 2.219587 0.0 -0.1 0.1
H -2.379960 -2.286253 -0.738269 -0.1 0.0 0.0
H -2.655951 1.134864 1.489129 -0.1 -0.4 -0.1
H -0.486832 0.919822 -0.928797 -0.5 0.2 -0.2
H -1.553181 -3.360391 0.393509 0.0 0.0 0.1
H 1.591511 1.302061 -2.140819 0.0 0.1 0.0
H 0.894251 0.742630 1.466922 0.0 0.0 0.1
H -1.947636 3.445654 0.981360 0.1 -0.1 0.1
H -3.363373 3.162504 -0.029605 0.0 0.0 0.0
H -0.092148 -1.512153 -1.542424 0.2 0.0 0.0
H 3.673294 1.852097 -0.450420 0.1 0.0 -0.1
H 2.128250 -1.275572 -1.623329 0.0 0.0 0.0
H 3.389543 -1.097180 -0.404264 0.1 -0.1 0.0
H -1.320974 -3.546115 -1.332948 -0.1 -0.1 0.0
H -1.952182 -1.437945 1.662173 -0.2 -0.1 0.1
H 3.423299 -0.096413 -1.846088 0.1 0.1 0.0
```
Positions in Å, forces in eV/Å.

Charge: +1
E in eV: -17338.362
SMILES: CC[C@@](C)(CC(C)(C)O)[C@@H]1[C@@H](C)[N+]1=O
Relative energy (zero: lowest compared OMol25 entry of this formula, charge and spin) in kJ/mol: 194.5

=====

What HOMO level values result from the calculations? In sequence: -0.210 -0.062 -0.509 hartree.
What maximum force values result from the calculations? In sequence: 0.90 4.78 2.27 eV/A.